C35H25ClInN5O6S | wB97M-V/def2-TZVPD

Cartesian coordinates (Å):
In 0.787 -0.530 0.216
Cl 4.103 -2.076 6.575
S -0.971 -0.143 -2.245
O 1.141 1.614 0.626
O 0.180 -0.743 -3.406
O -1.567 1.132 -2.552
O 3.140 -0.583 0.530
O 1.130 3.708 2.097
O 1.050 -2.131 1.583
N -1.190 -0.655 -0.661
N -0.765 0.122 1.909
N 0.876 1.853 -1.668
N 1.827 -2.057 -1.450
N 0.840 0.475 -1.723
C -2.004 0.306 1.397
C -2.251 -0.089 0.040
C -2.759 -0.946 -4.187
C 0.096 4.501 -1.336
C 3.773 -1.516 3.956
C 3.634 -3.576 -1.742
C 1.196 -2.560 3.882
C 0.606 3.762 -0.263
C 3.217 -2.047 5.083
C -1.462 1.059 3.981
C 0.683 4.364 1.005
C -3.520 0.126 -0.470
C -4.526 0.728 0.300
C -0.316 5.807 -1.168
C 3.645 -0.810 1.631
C 2.490 -3.150 -1.087
C 1.910 -2.561 5.050
C -4.301 1.121 1.589
C -0.223 6.397 0.090
C -2.719 1.275 3.491
C 3.398 -1.698 -3.203
C 1.371 -0.189 -2.885
C -3.125 -3.493 -3.130
C 0.899 2.321 -0.443
C 1.739 -2.042 2.676
C 0.278 5.689 1.162
C 4.101 -2.827 -2.811
C -3.606 -1.845 -4.818
C -2.108 -1.332 -3.026
C -3.791 -3.114 -4.287
C 2.265 -1.348 -2.491
C -2.275 -2.600 -2.495
C -0.498 0.485 3.140
C -3.035 0.908 2.166
C 3.047 -1.480 2.747
H 4.675 -0.453 1.805
H -2.600 0.053 -4.571
H 0.189 -2.954 3.842
H -0.726 6.358 -2.003
H 0.014 3.999 -2.289
H -1.198 1.335 4.992
H -4.455 -3.813 -4.780
H 0.519 0.331 3.484
H 1.480 -2.955 5.961
H 1.242 2.773 1.829
H -5.500 0.877 -0.150
H 0.351 6.132 2.147
H 4.778 -1.112 3.980
H 4.158 -4.461 -1.413
H 1.848 0.506 -3.579
H 3.719 -1.096 -4.042
H -3.266 -4.487 -2.726
H -1.748 -2.867 -1.589
H -5.079 1.591 2.177
H -3.484 1.740 4.101
H -4.117 -1.560 -5.728
H 5.002 -3.117 -3.336
H -0.562 7.415 0.236
H 2.085 -3.684 -0.235
H -3.735 -0.162 -1.487

## Properties
HOMO level, eV: -7.62
Energy, Ha: -3122.4842